Below is a 13-piece molecular cluster, C23H56F2IN12O26P overall at a distorted geometry, with properties calculated with ωB97M-V/def2-TZVPD.

Geometry as XYZ:
```
121
Properties=species:S:1:pos:R:3:forces:R:3
C 0.11690 1.56267 2.13760 -0.167 -0.695 0.720
C -0.86964 0.35719 1.63870 0.827 1.971 -0.037
C -1.45458 0.87928 0.21694 0.714 0.375 1.340
F -2.27537 2.04722 0.58612 0.715 -1.586 -0.906
C -2.20901 -0.20163 -0.66351 -0.359 -0.200 1.625
O -2.35776 0.11804 -2.09368 0.052 3.391 0.276
C -2.13859 1.45864 -2.42034 4.648 1.539 -2.150
O -1.05446 1.77115 -2.98595 -5.003 -1.115 2.303
F -3.04157 2.52624 -2.17712 1.391 -3.376 -0.145
C -3.66432 -0.67197 -0.17043 0.298 -0.488 1.282
I -5.32365 0.09544 -1.42981 0.712 -0.135 0.230
C -4.07878 -0.35725 1.33503 -1.871 -0.482 0.448
C -5.59540 -0.94833 1.54363 0.739 -0.369 1.278
P -1.17592 -1.84883 -0.75802 -0.060 -0.346 -0.735
C 0.69326 -1.40766 -0.90350 0.079 -0.473 0.843
C -1.46593 -2.90217 0.81979 0.639 -1.073 -0.442
C -1.69714 -4.43025 0.26788 -0.736 0.551 -0.346
H 0.39237 1.37428 3.24764 -0.253 0.233 -1.892
H -0.38462 2.58691 2.11083 0.561 -1.437 -0.220
H 1.06388 1.53944 1.50078 -1.270 0.188 0.943
H -0.18955 -0.54850 1.55126 -1.345 1.043 0.037
H -1.66374 0.26661 2.45008 0.900 -0.226 -1.448
H -0.51608 1.34183 -0.28318 -1.764 -0.941 0.230
H -3.74662 -1.82066 -0.30778 0.093 1.928 0.032
H -3.45460 -0.87792 2.14395 -0.504 0.623 -1.602
H -4.14843 0.74443 1.62190 0.494 -1.389 -0.809
H -5.78875 -1.86427 0.88007 0.130 1.522 0.832
H -6.38526 -0.13160 1.43456 1.101 -1.347 -0.094
H -5.63933 -1.33513 2.63312 -0.103 0.634 -1.624
H 1.17521 -2.17335 -1.61807 -0.942 1.351 0.941
H 1.19507 -1.56400 0.11822 -0.602 0.506 -1.487
H 0.83589 -0.33521 -1.25885 -0.167 -1.662 0.355
H -2.41659 -2.63271 1.37971 1.684 0.015 -0.853
H -0.52688 -2.91015 1.49226 -1.843 0.289 -0.982
H -0.85806 -5.14156 0.56848 -1.166 1.012 -0.531
H -2.69926 -4.82246 0.66839 1.559 0.426 -0.386
H -1.82999 -4.37585 -0.88222 0.523 -0.337 1.865
C 1.85167 4.99230 3.15604 -0.273 0.017 -0.237
N 2.80153 3.85063 3.10801 -0.049 -0.226 0.081
O 3.68705 3.88980 2.26467 -0.248 -0.215 0.370
O 2.62687 2.95502 3.91752 0.312 0.455 -0.514
H 2.12450 5.70966 2.38550 0.030 -0.183 0.166
H 0.85185 4.59644 2.97818 0.125 -0.082 0.112
H 1.92996 5.43962 4.14362 -0.105 -0.235 -0.160
C 3.96414 2.49932 -0.87342 0.210 0.236 -0.044
N 3.58090 1.28172 -0.11347 0.226 -0.067 0.234
O 4.41296 0.80841 0.64247 -0.597 0.044 -0.396
O 2.45534 0.84155 -0.30108 0.694 0.251 0.291
H 4.98252 2.77317 -0.60694 -0.204 -0.110 -0.031
H 3.89443 2.26021 -1.93409 -0.097 0.050 0.121
H 3.26762 3.29111 -0.59939 -0.018 -0.157 -0.088
C -8.08246 -3.65350 -3.04339 -0.007 0.193 -0.161
N -7.47115 -3.38089 -1.71758 -0.044 0.140 0.175
O -6.25037 -3.35599 -1.65746 -0.495 0.048 0.255
O -8.23430 -3.20171 -0.78414 0.580 -0.064 -0.418
H -7.28757 -3.79197 -3.77460 -0.027 0.015 0.211
H -8.67989 -4.55591 -2.94879 0.052 0.312 0.136
H -8.70052 -2.79420 -3.30308 0.007 -0.085 0.138
C 3.90984 8.23096 5.82848 0.147 0.074 0.335
N 3.21540 8.38865 4.52553 -0.011 0.484 -0.017
O 3.05754 9.52165 4.10518 -0.011 -0.791 0.002
O 2.85365 7.36119 3.96806 0.268 0.863 0.168
H 4.17489 9.21613 6.20805 -0.099 -0.108 -0.166
H 3.22369 7.72764 6.50922 0.065 -0.038 -0.145
H 4.80298 7.63203 5.65070 -0.262 0.029 0.032
C -1.91694 -0.92386 -5.11992 -0.171 0.421 0.193
N -1.56747 -1.39998 -6.48326 0.056 0.129 -0.027
O -0.49146 -1.04902 -6.94322 -0.524 -0.385 -0.014
O -2.38554 -2.11187 -7.04670 0.528 0.228 0.105
H -1.10350 -0.30649 -4.74361 -0.097 -0.161 -0.093
H -2.83638 -0.34352 -5.19930 0.015 -0.155 -0.076
H -2.05637 -1.80072 -4.49290 -0.224 0.262 -0.121
C 8.20854 2.00124 -0.73152 -0.138 -0.021 0.258
N 7.96081 2.58141 -2.07858 0.028 0.029 -0.228
O 6.85884 3.06801 -2.28696 0.532 -0.149 -0.099
O 8.87922 2.52858 -2.87875 -0.593 0.108 0.332
H 7.31028 2.11757 -0.12763 0.147 0.009 -0.123
H 8.44806 0.94716 -0.86705 0.090 0.152 -0.021
H 9.04333 2.54300 -0.28866 -0.076 -0.146 -0.107
C -1.99023 -1.86268 5.38016 0.074 0.233 0.277
N -1.61660 -2.32046 4.01650 0.034 -0.131 -0.158
O -0.53529 -1.95862 3.58320 -0.479 -0.324 0.339
O -2.42599 -3.02848 3.43291 0.463 0.333 0.851
H -1.18454 -1.24708 5.77665 -0.069 -0.111 -0.164
H -2.91006 -1.28496 5.29228 0.019 -0.187 0.007
H -2.13710 -2.74958 5.99551 -0.118 0.084 -0.136
C -4.56132 -6.02542 -1.98199 0.252 0.187 -0.055
N -4.93693 -7.23569 -1.20562 0.072 -0.198 0.128
O -4.09805 -7.70109 -0.44983 -0.544 0.069 -0.292
O -6.06173 -7.67687 -1.38183 0.556 0.118 0.178
H -3.54029 -5.74678 -1.72635 -0.158 -0.136 0.047
H -4.63930 -6.27598 -3.03961 -0.182 0.044 0.122
H -5.25694 -5.23148 -1.71087 0.083 -0.198 -0.156
C 0.51412 -4.23186 -5.35449 0.040 0.116 -0.363
N 0.06827 -3.77785 -4.01080 -0.038 0.057 0.254
O -0.21697 -2.59650 -3.88378 0.548 -0.924 0.127
O 0.02000 -4.62214 -3.13075 -0.002 0.536 -0.346
H 0.50850 -3.37985 -6.03304 -0.019 -0.060 0.163
H 1.52118 -4.63351 -5.24784 -0.173 -0.071 0.045
H -0.18401 -4.99769 -5.69082 0.142 -0.004 0.118
C 6.87557 6.78077 2.79117 0.054 -0.001 -0.366
N 7.51777 7.06127 4.10368 0.578 0.023 -0.074
O 8.73751 7.08614 4.13919 -0.966 0.111 0.321
O 6.77096 7.24798 5.05548 0.570 -0.119 -0.296
H 7.65383 6.63740 2.04461 -0.075 0.017 0.227
H 6.27688 5.87690 2.90240 -0.038 0.159 0.030
H 6.25328 7.63956 2.54031 -0.051 -0.134 0.141
C -8.57269 -6.66416 -6.34285 0.053 -0.081 -0.347
N -7.96337 -6.39049 -5.01519 0.272 -0.070 0.185
O -6.74503 -6.36344 -4.95166 -0.638 0.087 0.172
O -8.73063 -6.21191 -4.08200 0.379 -0.459 -0.632
H -7.77670 -6.80145 -7.07255 -0.052 0.043 0.205
H -9.17086 -7.56985 -6.24919 -0.035 0.184 0.055
H -9.19154 -5.80622 -6.60350 -0.034 -0.149 0.112
C 9.96144 3.40157 4.18150 0.169 0.194 0.304
N 9.26530 3.56793 2.87904 -0.101 0.094 -0.212
O 9.10805 4.70709 2.46901 -0.002 -0.769 -0.029
O 8.90106 2.54936 2.31372 0.151 0.568 0.192
H 10.22570 4.38536 4.56608 -0.104 -0.092 -0.162
H 9.27485 2.89414 4.85833 0.107 -0.074 -0.147
H 10.85470 2.80418 4.00254 -0.189 -0.054 0.015
```
Forces are in eV/Å.

The frontier orbital gap comes out at 0.273 Eh. The value obtained for the largest force on an atom is 0.10927 Eh/bohr. The value obtained for the LUMO energy is -0.359 eV. The charge is 0. The calculation puts the electronic energy at -4360.75231 hartree. For the HOMO energy, the calculation gives -7.80 eV.

Mulliken population analysis, charges in e, atoms 1 to 99: atom 1 (C): -1.136, atom 2 (C): 0.460, atom 3 (C): -0.651, atom 4 (F): -0.475, atom 5 (C): 1.742, atom 6 (O): 0.188, atom 7 (C): 0.529, atom 8 (O): -0.511, atom 9 (F): -0.241, atom 10 (C): -2.045, atom 11 (I): -0.041, atom 12 (C): 0.954, atom 13 (C): -1.148, atom 14 (P): 0.035, atom 15 (C): -1.017, atom 16 (C): 0.333, atom 17 (C): -0.836, atom 18 (H): 0.432, atom 19 (H): 0.254, atom 20 (H): 0.039, atom 21 (H): -0.267, atom 22 (H): 0.102, atom 23 (H): 0.600, atom 24 (H): 0.445, atom 25 (H): -0.678, atom 26 (H): 0.339, atom 27 (H): 0.179, atom 28 (H): 0.343, atom 29 (H): 0.374, atom 30 (H): 0.443, atom 31 (H): 0.378, atom 32 (H): 0.182, atom 33 (H): -0.427, atom 34 (H): 0.581, atom 35 (H): 0.252, atom 36 (H): 0.320, atom 37 (H): -0.031, atom 38 (C): -0.629, atom 39 (N): 0.945, atom 40 (O): -0.520, atom 41 (O): -0.531, atom 42 (H): 0.273, atom 43 (H): 0.280, atom 44 (H): 0.273, atom 45 (C): -0.639, atom 46 (N): 0.870, atom 47 (O): -0.543, atom 48 (O): -0.438, atom 49 (H): 0.111, atom 50 (H): 0.306, atom 51 (H): 0.310, atom 52 (C): -0.873, atom 53 (N): 0.835, atom 54 (O): -0.452, atom 55 (O): -0.533, atom 56 (H): 0.261, atom 57 (H): 0.389, atom 58 (H): 0.348, atom 59 (C): -0.622, atom 60 (N): 0.835, atom 61 (O): -0.510, atom 62 (O): -0.530, atom 63 (H): 0.301, atom 64 (H): 0.291, atom 65 (H): 0.243, atom 66 (C): -0.740, atom 67 (N): 1.009, atom 68 (O): -0.539, atom 69 (O): -0.599, atom 70 (H): 0.278, atom 71 (H): 0.357, atom 72 (H): 0.202, atom 73 (C): -0.604, atom 74 (N): 0.929, atom 75 (O): -0.532, atom 76 (O): -0.546, atom 77 (H): 0.211, atom 78 (H): 0.283, atom 79 (H): 0.261, atom 80 (C): -0.864, atom 81 (N): 0.995, atom 82 (O): -0.507, atom 83 (O): -0.510, atom 84 (H): 0.333, atom 85 (H): 0.287, atom 86 (H): 0.306, atom 87 (C): -0.055, atom 88 (N): 0.986, atom 89 (O): -0.566, atom 90 (O): -0.592, atom 91 (H): 0.108, atom 92 (H): 0.267, atom 93 (H): -0.118, atom 94 (C): -0.820, atom 95 (N): 0.799, atom 96 (O): -0.394, atom 97 (O): -0.503, atom 98 (H): 0.286, atom 99 (H): 0.298